[1]
C13H23O6 | the ωB97M-V functional and the def2-TZVPD basis

Output
Total charge = -1
Energy = -960.646409 Eh
M = 275.32 u
Maximum force = 3.5 eV Å⁻¹
Orbital gap = 5.9 eV

Each line ends with the natural charge from an NBO analysis.
Positions of all 42 atoms, in Å:
C -0.36 4.09 -0.11  -0.596
C -0.28 3.53 1.31  -0.389
C 0.39 2.18 1.28  -0.393
C 0.41 1.45 2.62  -0.387
C 1.40 0.29 2.62  -0.389
C 1.18 -0.77 1.52  -0.411
C 2.36 -0.96 0.56  -0.399
C 2.32 -0.18 -0.76  -0.394
C 1.76 -0.96 -1.94  -0.412
C 0.27 -1.00 -1.93  0.070
C -0.53 0.21 -2.40  -0.092
O -1.73 -0.38 -2.87  -0.498
C -1.67 -1.72 -2.58  0.963
O -2.61 -2.44 -2.32  -0.513
O -0.34 -2.07 -2.63  -0.501
H 0.60 3.97 -0.60  0.192
H -0.62 5.13 -0.13  0.205
H -1.06 3.51 -0.69  0.202
H -1.29 3.46 1.68  0.200
H 0.31 4.22 1.91  0.190
H -0.10 1.58 0.52  0.189
H 1.41 2.28 0.95  0.186
H -0.57 1.12 2.92  0.204
H 0.76 2.18 3.34  0.193
H 2.40 0.68 2.62  0.187
H 1.26 -0.21 3.57  0.207
H 0.25 -0.56 1.01  0.199
H 1.03 -1.71 2.02  0.219
H 2.41 -2.00 0.30  0.206
H 3.27 -0.69 1.08  0.200
H 3.34 0.06 -1.03  0.205
H 1.80 0.77 -0.68  0.198
H 2.18 -1.96 -1.95  0.224
H 2.10 -0.46 -2.84  0.198
H 0.00 -1.14 -0.88  0.171
H -0.08 0.88 -3.12  0.182
H -0.77 0.80 -1.52  0.182
C -4.59 -4.75 0.08  0.941
O -5.28 -3.98 -0.62  -0.830
O -3.22 -4.81 -0.32  -0.800
O -4.90 -5.46 1.05  -0.790
H -3.23 -4.19 -1.06  0.480

[2]
C22H31N4O2 | the ωB97M-V functional and the def2-TZVPD basis

Output
Total charge = +1
Energy = -1226.210147 Eh
M = 383.52 u
Maximum force = 0.7 eV Å⁻¹
Orbital gap = 8.1 eV

Each line ends with the natural charge from an NBO analysis.
Positions of all 59 atoms, in Å:
C -2.48 -3.11 1.65  -0.631
C -3.13 -2.84 0.30  -0.216
N -2.72 -1.55 -0.29  -0.441
C -3.07 -1.46 -1.73  -0.214
C -4.55 -1.58 -2.03  -0.635
C -3.20 -0.37 0.48  -0.231
C -2.05 0.35 1.21  -0.229
N -1.13 0.93 0.28  -0.390
C -0.21 0.27 -0.50  0.529
N -0.10 -1.14 -0.44  -0.666
C 0.82 -1.59 0.65  -0.249
C 2.18 -0.97 0.51  -0.021
C 3.17 -1.59 -0.23  -0.241
C 4.41 -1.00 -0.43  0.290
O 5.30 -1.71 -1.16  -0.487
C 6.58 -1.16 -1.39  -0.255
C 4.64 0.25 0.13  -0.284
C 3.66 0.89 0.87  -0.220
C 2.42 0.29 1.07  0.252
O 1.39 0.84 1.79  -0.535
C 1.58 2.12 2.35  -0.251
N 0.46 1.04 -1.30  -0.469
C 0.01 2.31 -1.04  0.153
C 0.41 3.53 -1.59  -0.214
C -0.21 4.67 -1.13  -0.217
C -1.20 4.61 -0.15  -0.198
C -1.61 3.42 0.41  -0.248
C -0.99 2.27 -0.05  0.088
H -1.39 -3.10 1.56  0.216
H -2.78 -2.38 2.40  0.215
H -2.78 -4.09 2.00  0.250
H -2.85 -3.63 -0.40  0.222
H -4.22 -2.85 0.41  0.219
H -1.60 -1.50 -0.28  0.485
H -2.53 -2.26 -2.25  0.220
H -2.69 -0.51 -2.10  0.225
H -5.14 -0.85 -1.47  0.218
H -4.93 -2.58 -1.80  0.221
H -4.72 -1.40 -3.08  0.249
H -3.95 -0.69 1.21  0.228
H -3.67 0.34 -0.20  0.232
H -2.48 1.15 1.81  0.246
H -1.53 -0.33 1.88  0.220
H 0.32 -1.43 -1.32  0.419
H 0.39 -1.31 1.61  0.217
H 0.89 -2.68 0.57  0.218
H 2.99 -2.56 -0.67  0.219
H 7.12 -1.00 -0.46  0.180
H 7.11 -1.90 -1.99  0.209
H 6.52 -0.22 -1.95  0.179
H 5.59 0.76 0.00  0.229
H 3.87 1.86 1.29  0.221
H 1.77 2.87 1.59  0.188
H 2.40 2.11 3.08  0.187
H 0.65 2.36 2.87  0.197
H 1.18 3.56 -2.35  0.234
H 0.07 5.63 -1.53  0.226
H -1.66 5.53 0.19  0.225
H -2.38 3.39 1.17  0.215

[3]
C2H9N2O | the ωB97M-V functional and the def2-TZVPD basis

Output
Total charge = +1
Energy = -266.122985 Eh
M = 77.11 u
Maximum force = 0.9 eV Å⁻¹
Orbital gap = 11.8 eV

Each line ends with the natural charge from an NBO analysis.
Positions of all 14 atoms, in Å:
C 0.55 -1.28 -1.35  -0.426
N 0.27 -0.48 -0.15  -0.501
C 0.67 -0.81 1.03  0.400
N 0.39 -0.11 2.11  -0.708
H 0.55 -0.63 -2.21  0.232
H -0.23 -2.02 -1.50  0.230
H 1.51 -1.78 -1.31  0.232
H -0.22 0.39 -0.33  0.441
H 1.33 -1.66 1.13  0.230
H -0.26 0.66 2.07  0.429
H 0.68 -0.44 3.01  0.437
H -1.30 1.66 -1.96  0.466
H -1.69 3.07 -1.55  0.497
O -1.53 2.20 -1.19  -0.958

[4]
C18H30NO4S3 | the ωB97M-V functional and the def2-TZVPD basis

Output
Total charge = +1
Energy = -2253.225449 Eh
M = 420.64 u
Maximum force = 5.3 eV Å⁻¹
Orbital gap = 6.0 eV

Each line ends with the natural charge from an NBO analysis.
Positions of all 56 atoms, in Å:
C 5.88 -1.51 -0.91  -0.212
C 5.73 -0.59 0.48  -0.227
C 5.27 1.01 0.36  -0.297
C 4.97 1.73 -1.12  0.251
O 4.53 3.13 -1.20  -0.529
C 3.10 3.27 -0.75  -0.134
C 2.29 1.88 -1.09  0.275
C 1.77 1.54 -2.64  -0.227
C 1.00 0.08 -2.81  -0.110
C 0.81 -0.94 -1.54  -0.233
C 1.35 -0.44 -0.07  0.109
N 2.04 0.90 0.06  -0.531
C 5.19 0.77 -2.47  -0.253
C 5.63 -0.81 -2.41  -0.224
H 6.19 -2.64 -0.82  0.250
H 5.90 -1.05 1.54  0.252
H 5.12 1.70 1.31  0.235
H 3.12 3.51 0.42  0.216
H 2.61 4.22 -1.26  0.257
H 1.93 2.31 -3.54  0.293
H 0.63 -0.26 -3.89  0.272
H 0.31 -2.00 -1.59  0.287
H 1.24 -1.08 0.92  0.304
H 2.40 1.20 1.01  0.456
H 4.96 1.32 -3.50  0.244
H 5.77 -1.49 -3.38  0.264
C -0.19 -0.80 4.26  -0.828
S -1.47 -1.62 3.30  1.248
O -1.00 -1.69 1.87  -1.031
C -2.69 -0.28 3.40  -0.830
H 0.69 -1.44 4.29  0.236
H 0.08 0.15 3.79  0.221
H -0.54 -0.62 5.28  0.245
H -2.27 0.64 2.99  0.263
H -2.96 -0.13 4.45  0.238
H -3.57 -0.57 2.83  0.243
C -3.04 -5.34 -2.03  -0.829
S -3.77 -4.10 -0.93  1.248
O -4.81 -3.36 -1.72  -0.971
C -2.31 -3.05 -0.83  -0.841
H -3.81 -6.09 -2.26  0.248
H -2.71 -4.87 -2.96  0.227
H -2.20 -5.83 -1.53  0.227
H -2.02 -2.72 -1.83  0.209
H -1.49 -3.61 -0.37  0.229
H -2.55 -2.18 -0.22  0.256
C -5.84 2.94 1.43  -0.825
S -4.21 2.29 0.98  1.235
O -3.29 2.57 2.13  -0.999
C -3.87 3.51 -0.31  -0.825
H -6.24 2.34 2.26  0.245
H -5.76 3.98 1.75  0.236
H -6.52 2.86 0.58  0.237
H -3.90 4.52 0.11  0.236
H -4.61 3.41 -1.11  0.236
H -2.87 3.32 -0.71  0.232